Model i:
# C2H6N2O2

C2H6N2O2 in the gas phase (wB97M-V/def2-TZVPD, the Open Molecules 2025 dataset).

## Properties
- E_LUMO (eV) = 0.345
- molar mass (g mol⁻¹) = 90.08
- HOMO energy (eV) = -9.29
- SMILES string = [H]/N=C(/N)C(O)O

ORCA input file:
```
! wB97M-V def2-TZVPD RIJCOSX def2/J DEFGRID3
* xyz 0 1
H -0.6836 2.0130 -0.1107
N -1.4632 1.3385 -0.2879
C -0.8902 0.2408 -0.0763
N -1.5645 -0.9405 -0.0161
C 0.6514 0.0604 0.2601
O 1.3633 1.1775 -0.1783
O 1.0947 -1.1183 -0.3548
H -2.4982 -0.9099 -0.3949
H -1.0290 -1.7677 -0.2250
H 0.7385 -0.0409 1.3619
H 2.2435 1.1931 0.2153
H 2.0374 -1.2459 -0.1933
*
```

Here are the Mulliken charges for atoms 1 to 8, given in e: atom 1 (H): 0.2727, atom 2 (N): -0.7521, atom 3 (C): 0.2674, atom 4 (N): -0.4472, atom 5 (C): 0.3641, atom 6 (O): -0.5363, atom 7 (O): -0.5182, atom 8 (H): 0.2824



Model ii:
# C2H6N2O2

2 unconnected molecules or ions with the total composition C2H6N2O2 (wB97M-V/def2-TZVPD, the Open Molecules 2025 dataset).

## Properties
- E_LUMO (eV) = 0.018
- molar mass (g mol⁻¹) = 90.08
- HOMO energy (eV) = -9.75
- SMILES string = C=CON=O.N

ORCA input file:
```
! wB97M-V def2-TZVPD RIJCOSX def2/J DEFGRID3
* xyz 0 1
C 0.2639 -1.4125 -0.8991
C 0.9203 -0.3859 -0.4077
O 0.6896 0.9469 -0.8366
N 0.1597 1.1624 -2.0832
O -0.0384 2.3169 -2.2831
H -0.5287 -1.2894 -1.6367
H 0.4111 -2.4980 -0.6636
H 1.7807 -0.6399 0.1449
N -0.7396 0.2876 2.1814
H -0.2896 1.2589 2.2746
H -1.1939 0.1452 1.3122
H -1.4351 0.1078 2.8969
*
```

Here are the Mulliken charges for atoms 1 to 8, given in e: atom 1 (C): -0.4956, atom 2 (C): -0.0679, atom 3 (O): -0.1189, atom 4 (N): 0.1788, atom 5 (O): -0.3322, atom 6 (H): 0.2792, atom 7 (H): 0.2301, atom 8 (H): 0.3091



Model iii:
# C2H6N2O2

C2H6N2O2 in the gas phase (wB97M-V/def2-TZVPD, the Open Molecules 2025 dataset).

## Properties
- E_LUMO (alpha / beta) (eV) = 0.063 / -0.358
- molar mass (g mol⁻¹) = 90.08
- HOMO energy (alpha / beta) (eV) = -8.72 / -8.46

ORCA input file:
```
! wB97M-V def2-TZVPD RIJCOSX def2/J DEFGRID3
* xyz 0 1
C 1.1743 0.5298 -1.3837
C -1.1946 -0.5830 1.3995
N 0.6290 -0.4222 -0.4690
N -0.5484 0.3823 0.5636
O 0.1572 -1.4292 -0.9754
O -0.3186 1.5356 0.9237
H 0.4980 1.0561 -1.8895
H 1.8745 -0.0707 -2.0379
H 1.8279 1.2486 -0.9623
H -0.5652 -0.6456 2.3054
H -1.3337 -1.5512 0.8402
H -2.2007 -0.0506 1.6853
*
```

Here are the Mulliken charges for atoms 1 to 8, given in e: atom 1 (C): -0.7576, atom 2 (C): -0.5826, atom 3 (N): 0.2639, atom 4 (N): 0.3225, atom 5 (O): -0.4843, atom 6 (O): -0.5047, atom 7 (H): 0.3496, atom 8 (H): 0.3037



Least stable of them? model iii.



Model i:
# C7H17NO4

5 unconnected molecules or ions with the total composition C7H17NO4 (wB97M-V/def2-TZVPD, the Open Molecules 2025 dataset).

## Properties
- E_LUMO (eV) = 0.337
- molar mass (g mol⁻¹) = 179.22
- HOMO energy (eV) = -7.85
- SMILES string = C/C=C/c1cc[nH]c1.O.O.O.O

ORCA input file:
```
! wB97M-V def2-TZVPD RIJCOSX def2/J DEFGRID3
* xyz 0 1
C -3.0637 -1.2788 0.5150
C -1.8205 -0.6118 -0.0083
C -0.8080 -0.2847 0.8021
C 0.4983 0.2130 0.3813
C 1.5831 0.6096 1.2365
C 2.5245 1.2660 0.5068
N 2.1039 1.2196 -0.8164
C 0.8723 0.6490 -0.8650
H -3.9624 -0.7081 0.2556
H -3.1919 -2.2616 0.0626
H -3.0646 -1.3391 1.5953
H -1.7547 -0.5983 -1.0850
H -0.9768 -0.4773 1.8585
H 1.5878 0.3241 2.2780
H 3.4330 1.7776 0.7752
H 2.5670 1.6779 -1.5804
H 0.4057 0.5428 -1.8310
O 1.1936 -2.9818 0.1750
H 0.2341 -2.9866 0.1377
H 1.5911 -3.0391 -0.6956
O 3.5997 -1.6278 0.8459
H 3.4356 -0.9080 0.2296
H 2.7638 -2.1160 0.8958
O -1.4106 0.8777 -2.5829
H -2.1820 1.2775 -2.1543
H -1.2848 1.3655 -3.4051
O -1.9109 3.3519 0.7137
H -1.9340 2.7111 1.4288
H -1.0286 3.3555 0.3306
*
```

Here are the Mulliken charges for atoms 1 to 8, given in e: atom 1 (C): -1.4380, atom 2 (C): 0.0256, atom 3 (C): -0.6778, atom 4 (C): 1.3942, atom 5 (C): -0.4662, atom 6 (C): -1.1096, atom 7 (N): 0.0744, atom 8 (C): -0.9395



Model ii:
# C7H17NO4

2 unconnected molecules or ions with the total composition C7H17NO4 (wB97M-V/def2-TZVPD, the Open Molecules 2025 dataset).

## Properties
- E_LUMO (eV) = 0.901
- molar mass (g mol⁻¹) = 179.22
- HOMO energy (eV) = -8.92
- SMILES string = CO[C@H]1CC[C@H](OO)CO1.CN

ORCA input file:
```
! wB97M-V def2-TZVPD RIJCOSX def2/J DEFGRID3
* xyz 0 1
C -1.6443 2.1883 -0.2034
O -0.2851 2.1888 -0.5411
C 0.3067 0.9491 -0.3204
C 1.8059 1.0336 -0.7959
C 2.7650 0.7295 0.3293
C 2.2761 -0.6718 0.7664
O 2.0521 -1.6006 -0.3380
O 3.2572 -1.6329 -1.0934
C 0.9070 -0.5040 1.5758
O 0.2921 0.6832 1.0760
H -2.2393 1.3274 -0.7161
H -2.2331 3.0903 -0.5753
H -1.6379 2.1839 0.9188
H -0.1481 0.0706 -0.8535
H 1.9199 2.0837 -1.1206
H 1.9571 0.3868 -1.6513
H 2.7621 1.3594 1.1620
H 3.7770 0.6340 -0.0862
H 2.9284 -1.1973 1.4511
H 3.0691 -0.9479 -1.7133
H 0.2487 -1.3693 1.4252
H 0.8376 -0.3048 2.6314
C -3.5149 -1.7337 0.2654
N -2.6950 -1.4268 -0.8487
H -3.7711 -2.7468 0.5245
H -3.0711 -1.3110 1.1535
H -4.5060 -1.2389 0.2333
H -2.9767 -1.7962 -1.7223
H -2.4391 -0.4264 -0.9331
*
```

Here are the Mulliken charges for atoms 1 to 8, given in e: atom 1 (C): -0.3675, atom 2 (O): -0.4198, atom 3 (C): 0.6233, atom 4 (C): -0.6121, atom 5 (C): -0.7146, atom 6 (C): 0.0641, atom 7 (O): -0.2445, atom 8 (O): -0.3878



Least stable of them? model ii.



Model i:
# C2H6N3O

2 unconnected molecules or ions with the total composition C2H6N3O (wB97M-V/def2-TZVPD, the Open Molecules 2025 dataset).

## Properties
- E_LUMO (alpha / beta) (eV) = -6.840 / -5.363
- molar mass (g mol⁻¹) = 88.09
- HOMO energy (alpha / beta) (eV) = -14.84 / -14.56

ORCA input file:
```
! wB97M-V def2-TZVPD RIJCOSX def2/J DEFGRID3
* xyz 1 1
C -0.3125 0.2376 -0.4550
C -0.3678 0.0713 1.0195
N 0.9140 0.3014 -0.8930
N -1.3944 0.3627 -1.2059
N 1.7123 -0.0094 0.1530
O 1.0159 0.0513 1.3482
H -0.8006 0.9338 1.3985
H -0.8640 -0.9089 1.3749
H -2.1862 0.9187 -1.0285
H -1.0826 0.2618 -2.1550
H 2.7295 -1.6146 0.0225
H 2.6204 0.6378 0.2124
*
```

Here are the Mulliken charges for atoms 1 to 8, given in e: atom 1 (C): 0.4233, atom 2 (C): -0.2210, atom 3 (N): -0.4750, atom 4 (N): -0.3181, atom 5 (N): -0.0412, atom 6 (O): -0.1742, atom 7 (H): 0.2837, atom 8 (H): 0.2822



Model ii:
# C2H6N3O

A gas-phase ion, C2H6N3O (charge +1) (wB97M-V/def2-TZVPD, the Open Molecules 2025 dataset).

## Properties
- E_LUMO (eV) = -5.527
- molar mass (g mol⁻¹) = 88.09
- HOMO energy (eV) = -15.98
- SMILES string = C[C@@H](O)N=[N+]=N

ORCA input file:
```
! wB97M-V def2-TZVPD RIJCOSX def2/J DEFGRID3
* xyz 1 1
C 0.3293 -0.6843 1.2574
C 0.3297 -0.8056 -0.2585
O -0.8709 -1.1877 -0.7527
N 0.6343 0.5614 -0.7933
N 0.0061 1.4758 -1.0326
N -0.3354 2.5028 -1.4543
H 0.2090 0.2733 1.7297
H 1.2281 -1.2440 1.6251
H -0.4806 -1.2707 1.5910
H 1.1545 -1.4693 -0.6398
H -1.4018 -1.5142 0.0252
H -0.8020 3.3625 -1.2973
*
```

Here are the Mulliken charges for atoms 1 to 8, given in e: atom 1 (C): -1.0960, atom 2 (C): 0.3503, atom 3 (O): -0.4764, atom 4 (N): -0.1190, atom 5 (N): 1.0342, atom 6 (N): -0.7188, atom 7 (H): 0.3737, atom 8 (H): 0.2989



Least stable of them? model i.



Model i:
# C8H11NO2S

A molecular structure, C8H11NO2S (wB97M-V/def2-TZVPD, the Open Molecules 2025 dataset).

## Properties
- E_LUMO (eV) = -0.765
- molar mass (g mol⁻¹) = 185.25
- HOMO energy (eV) = -8.83

ORCA input file:
```
! wB97M-V def2-TZVPD RIJCOSX def2/J DEFGRID3
* xyz 0 1
C 3.1844 -0.4719 0.5074
C 1.6854 -0.1525 0.7783
C -1.0767 -0.0429 -0.4823
C -1.5971 1.3031 -0.3367
C -2.9913 1.4173 -0.0481
C -3.8026 0.0951 0.0521
C -3.2886 -1.1731 -0.0815
C -1.8906 -1.2379 -0.2290
H 2.8756 1.2847 -0.8043
H 5.2915 1.1583 0.8375
H 3.2129 -1.3817 -0.2281
H 3.7584 -0.7352 1.4485
H 1.5310 -0.9247 1.6807
H 1.6052 0.6518 1.4762
H -0.8087 2.0995 -0.4673
H -3.7169 2.4322 0.2654
H -4.8639 0.3445 0.2122
H -3.9446 -2.0538 0.0376
H -1.6616 -2.2511 -0.8303
N 3.9347 0.5406 -0.3533
O 1.1433 0.9012 -1.5752
O 0.7204 -1.5970 -1.1706
S 0.6999 -0.2066 -0.6892
*
```

Here are the Mulliken charges for atoms 1 to 8, given in e: atom 1 (C): -0.5015, atom 2 (C): -0.7665, atom 3 (C): 0.1533, atom 4 (C): -0.2034, atom 5 (C): -0.5087, atom 6 (C): -0.2166, atom 7 (C): -0.4728, atom 8 (C): -0.2047



Model ii:
# C8H11NO2S

2 unconnected molecules or ions with the total composition C8H11NO2S (wB97M-V/def2-TZVPD, the Open Molecules 2025 dataset).

## Properties
- E_LUMO (alpha / beta) (eV) = -1.143 / -1.141
- molar mass (g mol⁻¹) = 185.25
- HOMO energy (alpha / beta) (eV) = -7.06 / -7.07

ORCA input file:
```
! wB97M-V def2-TZVPD RIJCOSX def2/J DEFGRID3
* xyz 0 1
C 1.2767 0.6159 -3.0516
C 0.2715 1.3229 -2.3784
C 2.1868 -0.1240 -2.2493
C 0.1657 1.2242 -1.0464
C 1.8757 -0.3850 -0.9413
C 0.8467 0.3132 -0.2404
C -1.2695 -1.8492 1.3065
C 0.5452 0.1676 1.0649
N -0.0681 0.9565 1.9146
O -1.3669 -0.8262 3.6131
O -2.7105 0.1942 1.6575
S -2.2551 -1.3097 2.5527
H 1.2547 0.7464 -4.1892
H -0.4454 1.8815 -2.9609
H 2.9948 -0.5742 -2.7714
H -0.6417 1.6965 -0.4677
H 2.5538 -0.8766 -0.2216
H -0.7878 -2.7836 1.4929
H -1.8279 -1.9825 0.4540
H 1.0140 -0.7697 1.4551
H -0.4400 0.5129 2.7331
H -2.4769 0.0865 0.7685
H -0.6956 1.7622 1.5053
*
```

Here are the Mulliken charges for atoms 1 to 8, given in e: atom 1 (C): -0.2561, atom 2 (C): -0.5387, atom 3 (C): -0.6608, atom 4 (C): -0.4942, atom 5 (C): -0.3745, atom 6 (C): 1.2473, atom 7 (C): -1.2270, atom 8 (C): -0.1621



Least stable of them? model i.



Model i:
# C7H10N2O3S

C7H10N2O3S in the gas phase (wB97M-V/def2-TZVPD, the Open Molecules 2025 dataset).

## Properties
- E_LUMO (alpha / beta) (eV) = -0.473 / -0.474
- molar mass (g mol⁻¹) = 202.24
- HOMO energy (alpha / beta) (eV) = -7.83 / -7.83
- SMILES string = CO/C(=C/C=C\C=C\[N+](=O)[O-])SN

ORCA input file:
```
! wB97M-V def2-TZVPD RIJCOSX def2/J DEFGRID3
* xyz 0 1
C -3.2743 0.8918 0.9941
O -2.0893 1.2309 0.2273
C -1.2608 0.2831 -0.2233
C -1.2077 -1.0427 0.1201
C -0.4221 -2.0538 -0.4056
C 0.8844 -2.0449 -0.8866
C 1.9957 -1.2308 -0.5991
C 2.2838 -0.5585 0.4729
N 3.5389 0.1488 0.7467
O 3.5497 0.8763 1.6836
O 4.4886 -0.0871 0.0136
S 0.0159 0.9827 -1.2436
N -0.0970 2.6034 -0.9440
H -3.9841 0.3334 0.3179
H -3.7817 1.8356 1.2975
H -2.9643 0.5399 2.0403
H -2.0456 -1.4992 0.6854
H -0.9153 -3.0533 -0.5207
H 1.1676 -2.7326 -1.5563
H 2.7650 -1.0954 -1.3875
H 1.5160 -0.4543 1.2844
H -0.9236 2.9753 -1.2465
H 0.7601 3.1514 -0.8707
*
```

Here are the Mulliken charges for atoms 1 to 8, given in e: atom 1 (C): -0.7961, atom 2 (O): -0.3884, atom 3 (C): 0.6663, atom 4 (C): -0.5526, atom 5 (C): -0.2671, atom 6 (C): -0.6941, atom 7 (C): -0.3009, atom 8 (C): -0.1916



Model ii:
# C7H10N2O3S

2 unconnected molecules or ions with the total composition C7H10N2O3S (wB97M-V/def2-TZVPD, the Open Molecules 2025 dataset).

## Properties
- E_LUMO (eV) = 0.295
- molar mass (g mol⁻¹) = 202.24
- HOMO energy (eV) = -9.06

ORCA input file:
```
! wB97M-V def2-TZVPD RIJCOSX def2/J DEFGRID3
* xyz 0 1
C 2.8506 1.0494 0.1693
C 1.8492 1.6344 0.9277
C 2.5765 -0.0933 -0.5632
C 0.5807 1.0863 0.9544
C 1.3109 -0.6500 -0.5399
C 0.2962 -0.0629 0.2173
C -1.0537 -0.6156 0.1890
N -1.5189 -1.1380 2.0613
N -1.3653 -1.6598 -0.6383
O -2.1081 1.3488 -1.1752
O -3.6326 -0.1928 -0.0056
O -2.4031 1.4953 1.2697
S -2.4214 0.5487 0.1996
H 3.8383 1.4851 0.1438
H 2.0565 2.5260 1.5004
H 3.3504 -0.5533 -1.1600
H -0.2005 1.5536 1.5314
H 1.1012 -1.5291 -1.1281
H -2.5299 -1.2089 1.9856
H -1.3199 -0.2876 2.5760
H -0.8768 -2.5242 -0.4391
H -2.8646 1.8567 -1.4770
H -2.3675 -1.7889 -0.7179
*
```

Here are the Mulliken charges for atoms 1 to 8, given in e: atom 1 (C): -0.3991, atom 2 (C): -0.8360, atom 3 (C): -0.6044, atom 4 (C): -0.1922, atom 5 (C): -0.5890, atom 6 (C): 0.6479, atom 7 (C): 0.2466, atom 8 (N): -0.7358



Least stable of them? model i.



Model i:
# C3H7O2

A gas-phase ion, C3H7O2 (charge -1) (wB97M-V/def2-TZVPD, the Open Molecules 2025 dataset).

## Properties
- E_LUMO (eV) = 4.510
- molar mass (g mol⁻¹) = 75.09
- HOMO energy (eV) = -2.39
- SMILES string = CO[C@H](C)[O-]

ORCA input file:
```
! wB97M-V def2-TZVPD RIJCOSX def2/J DEFGRID3
* xyz -1 1
C 0.2293 1.7837 0.0353
O 0.8478 0.5451 0.2868
C -0.0389 -0.5823 0.6337
C -0.1257 -1.5434 -0.6553
O -1.2086 -0.2387 1.0887
H -0.6978 1.6468 -0.5270
H 0.0568 2.3354 0.9699
H 0.9811 2.3545 -0.5314
H 0.6423 -1.1491 1.3694
H 0.5180 -1.0233 -1.3640
H -1.1812 -1.5443 -0.9514
H -0.0230 -2.5843 -0.3548
*
```

Here are the Mulliken charges for atoms 1 to 8, given in e: atom 1 (C): -0.6132, atom 2 (O): -0.3364, atom 3 (C): 0.2352, atom 4 (C): -1.1094, atom 5 (O): -0.8587, atom 6 (H): 0.2713, atom 7 (H): 0.1858, atom 8 (H): 0.2120



Model ii:
# C3H7O2

A gas-phase ion, C3H7O2 (charge -1) (wB97M-V/def2-TZVPD, the Open Molecules 2025 dataset).

## Properties
- E_LUMO (eV) = 4.399
- molar mass (g mol⁻¹) = 75.09
- HOMO energy (eV) = -2.40
- SMILES string = [O-]CCCO

ORCA input file:
```
! wB97M-V def2-TZVPD RIJCOSX def2/J DEFGRID3
* xyz -1 1
O 1.6887 0.0881 -1.1699
C 1.2663 0.0580 0.1674
C -0.1177 -0.6866 0.5088
C -1.2033 -0.0608 -0.4806
O -1.0781 1.4703 -0.2386
H 1.1841 1.1640 0.7210
H 1.9721 -0.6169 0.6486
H 0.1360 -1.8658 0.4976
H -0.4028 -0.4744 1.5957
H -2.2865 -0.2938 -0.1989
H -0.8873 -0.5703 -1.3913
H -0.2714 1.7882 -0.6598
*
```

Here are the Mulliken charges for atoms 1 to 8, given in e: atom 1 (O): -0.8742, atom 2 (C): -0.6048, atom 3 (C): -0.3246, atom 4 (C): -0.4948, atom 5 (O): -0.5551, atom 6 (H): 0.1111, atom 7 (H): 0.3542, atom 8 (H): 0.2963



Least stable of them? model ii.